Density functional theory data (the ωB97M-V functional and the def2-TZVPD basis) for the molecule C24H24N2O8S2.

Element x y z (Å)
C (4.593, -3.571, -0.173)
O (3.829, -2.645, 0.598)
C (4.479, -1.956, 1.527)
O (5.614, -2.158, 1.861)
C (3.630, -0.840, 2.133)
N (3.590, 0.232, 1.143)
S (3.103, 0.058, -0.436)
O (4.066, -0.687, -1.185)
O (2.832, 1.404, -0.858)
C (1.543, -0.822, -0.388)
C (1.395, -2.052, -0.994)
C (0.183, -2.720, -0.899)
C (-0.868, -2.141, -0.207)
C (-0.704, -0.893, 0.363)
S (-2.097, -0.098, 1.160)
O (-1.619, 0.989, 1.958)
O (-2.914, -1.107, 1.761)
N (-2.991, 0.570, -0.074)
C (-2.424, 1.737, -0.709)
C (-1.350, 1.349, -1.726)
O (-1.297, 0.256, -2.239)
O (-0.540, 2.358, -1.972)
C (0.516, 2.171, -2.919)
C (-3.492, 2.536, -1.424)
C (-3.847, 3.801, -0.979)
C (-4.829, 4.521, -1.638)
C (-5.462, 3.983, -2.745)
C (-5.109, 2.721, -3.194)
C (-4.128, 2.000, -2.537)
C (0.495, -0.218, 0.278)
C (2.244, -1.205, 2.638)
C (1.539, -0.210, 3.314)
C (0.255, -0.432, 3.774)
C (-0.350, -1.660, 3.567)
C (0.350, -2.662, 2.919)
C (1.640, -2.441, 2.462)
H (4.962, -3.050, -1.058)
H (3.921, -4.381, -0.451)
H (5.432, -3.945, 0.414)
H (4.219, -0.452, 2.977)
H (3.199, 1.089, 1.501)
H (2.233, -2.465, -1.531)
H (0.057, -3.684, -1.367)
H (-1.820, -2.637, -0.099)
H (-3.323, -0.126, -0.726)
H (-1.974, 2.332, 0.089)
H (1.452, 2.028, -2.374)
H (0.307, 1.300, -3.541)
H (0.562, 3.075, -3.522)
H (-3.355, 4.219, -0.114)
H (-5.101, 5.504, -1.284)
H (-6.228, 4.545, -3.258)
H (-5.598, 2.298, -4.059)
H (-3.848, 1.019, -2.894)
H (0.598, 0.760, 0.722)
H (2.008, 0.749, 3.486)
H (-0.277, 0.354, 4.285)
H (-1.358, -1.833, 3.908)
H (-0.107, -3.628, 2.768)
H (2.164, -3.241, 1.965)

These are the Mulliken partial charges, in e, on atoms 1 to 4:
1 C -1.06
2 O -0.05
3 C -0.24
4 O -0.61

***

Density functional theory data (the ωB97M-V functional and the def2-TZVPD basis) for the molecule C24H24N4O4.

Element x y z (Å)
C (2.429, 0.124, 0.177)
O (1.989, -0.982, -0.580)
C (2.890, -1.642, -1.348)
C (4.218, -1.259, -1.508)
C (5.060, -1.968, -2.347)
C (4.596, -3.064, -3.050)
C (3.277, -3.452, -2.905)
C (2.418, -2.763, -2.058)
C (1.022, -3.197, -1.917)
C (0.240, -3.557, -3.057)
C (-1.056, -3.900, -2.881)
C (-1.655, -3.897, -1.564)
O (-2.823, -4.128, -1.303)
N (-0.753, -3.573, -0.550)
C (-1.209, -3.556, 0.823)
C (-1.093, -2.177, 1.483)
O (-0.860, -2.063, 2.662)
N (-1.307, -1.154, 0.616)
C (-1.126, 0.214, 0.822)
C (-0.823, 0.758, 2.067)
C (-0.623, 2.120, 2.192)
C (-0.721, 2.959, 1.089)
C (-0.429, 4.424, 1.209)
O (0.591, 4.921, 0.765)
N (-1.368, 5.143, 1.852)
C (-2.675, 4.661, 2.260)
C (-3.368, 5.899, 2.833)
C (-2.707, 7.051, 2.077)
C (-1.259, 6.586, 1.984)
C (-1.021, 2.413, -0.153)
C (-1.230, 1.055, -0.285)
N (0.511, -3.236, -0.723)
H (1.564, 0.455, 0.748)
H (2.768, 0.942, -0.465)
H (3.229, -0.158, 0.867)
H (4.606, -0.403, -0.980)
H (6.088, -1.654, -2.450)
H (5.254, -3.614, -3.704)
H (2.909, -4.318, -3.435)
H (0.688, -3.534, -4.039)
H (-1.702, -4.173, -3.701)
H (-0.620, -4.255, 1.422)
H (-2.258, -3.873, 0.818)
H (-1.520, -1.401, -0.341)
H (-0.734, 0.110, 2.923)
H (-0.368, 2.532, 3.157)
H (-3.219, 4.268, 1.392)
H (-2.590, 3.858, 2.996)
H (-3.155, 5.986, 3.899)
H (-4.447, 5.864, 2.696)
H (-3.138, 7.143, 1.080)
H (-2.806, 8.004, 2.592)
H (-0.704, 6.833, 2.896)
H (-0.713, 6.990, 1.129)
H (-1.083, 3.058, -1.017)
H (-1.460, 0.637, -1.255)

These are the Mulliken partial charges, in e, on atoms 1 to 4:
1 C -0.60
2 O -0.11
3 C 0.72
4 C -0.67

***

Density functional theory data (the ωB97M-V functional and the def2-TZVPD basis) for a cluster of 2 separate species, C24H24N4O4S in total.

Element x y z (Å)
O (-4.032, -1.041, -1.051)
C (-2.976, -0.922, -0.487)
O (-2.085, 0.123, -0.835)
C (-0.739, -0.333, -0.720)
C (-0.186, -1.174, -1.873)
C (1.174, -1.717, -1.909)
C (1.729, -2.545, -3.133)
O (3.161, -2.489, -3.249)
O (3.559, -1.251, -3.678)
C (2.050, -1.449, -0.702)
N (3.350, -1.828, -0.469)
S (3.815, -1.257, 1.028)
N (2.414, -0.477, 1.450)
C (1.470, -0.596, 0.457)
C (0.065, -0.005, 0.450)
C (-0.436, 0.890, 1.646)
C (-0.573, 2.444, 1.250)
C (0.606, 3.348, 1.863)
C (1.967, 2.596, 1.550)
N (3.141, 3.477, 1.409)
C (3.489, 4.371, 0.382)
C (4.801, 4.936, 0.776)
C (5.228, 4.330, 2.082)
C (4.119, 3.421, 2.417)
C (-2.571, -1.955, 0.636)
C (-2.796, -1.662, 2.076)
C (-2.437, -2.586, 3.167)
C (-1.838, -3.910, 2.836)
C (-1.596, -4.208, 1.399)
C (-1.955, -3.263, 0.309)
H (-0.893, -1.368, -2.728)
H (1.415, -3.622, -3.135)
H (1.318, -2.082, -4.085)
H (3.482, -0.608, -2.942)
H (0.215, 0.749, 2.556)
H (-1.469, 0.556, 1.944)
H (-1.552, 2.830, 1.655)
H (-0.599, 2.500, 0.125)
H (0.564, 4.411, 1.507)
H (0.409, 3.345, 2.983)
H (2.146, 1.866, 2.379)
H (1.826, 2.092, 0.542)
H (2.887, 4.570, -0.532)
H (5.431, 5.668, 0.203)
H (6.145, 4.457, 2.699)
H (4.021, 2.767, 3.316)
H (-3.271, -0.671, 2.315)
H (-2.642, -2.290, 4.223)
H (-1.579, -4.638, 3.647)
H (-1.121, -5.185, 1.117)
H (-1.770, -3.504, -0.773)
C (-5.789, -1.062, -4.019)
C (-6.849, -1.425, -4.995)
N (-7.671, -1.705, -5.752)
H (-4.812, -1.347, -4.411)
H (-5.801, 0.012, -3.840)
H (-5.959, -1.581, -3.076)

These are the Mulliken partial charges, in e, on atoms 1 to 4:
1 O -0.49
2 C -0.06
3 O -0.44
4 C 0.42

***

Density functional theory data (the ωB97M-V functional and the def2-TZVPD basis) for a structure of composition C24H25BN13O3V.

Element x y z (Å)
V (-0.025, 0.681, 1.233)
B (2.594, -1.828, 0.632)
N (1.538, -2.676, -0.168)
C (1.704, -3.082, -1.436)
C (0.587, -3.805, -1.816)
C (-0.221, -3.780, -0.671)
N (0.360, -3.096, 0.316)
N (2.115, -1.582, 2.080)
C (2.509, -2.272, 3.155)
C (1.802, -1.838, 4.260)
C (0.974, -0.841, 3.752)
N (1.158, -0.691, 2.437)
H (2.776, -0.773, 0.080)
H (3.619, -2.473, 0.707)
H (2.604, -2.835, -1.975)
H (0.399, -4.285, -2.762)
H (-1.185, -4.239, -0.506)
H (3.273, -3.024, 3.048)
H (1.885, -2.176, 5.278)
H (0.266, -0.210, 4.263)
N (-1.605, -0.817, 1.357)
C (-2.897, -0.161, 1.095)
C (-2.714, 1.029, 0.142)
O (-3.609, 1.315, -0.641)
O (-1.603, 1.656, 0.309)
H (-1.389, -1.560, 0.697)
H (-1.596, -1.269, 2.264)
H (-3.263, 0.251, 2.037)
H (-3.656, -0.840, 0.701)
C (2.695, 3.222, 3.084)
N (1.728, 3.991, 2.318)
C (1.017, 3.378, 1.352)
N (-0.035, 4.033, 0.817)
O (1.354, 2.242, 0.934)
H (2.975, 3.805, 3.959)
H (3.588, 3.022, 2.492)
H (2.275, 2.267, 3.404)
H (1.298, 4.792, 2.759)
H (-0.436, 4.794, 1.347)
H (-0.686, 3.441, 0.309)
N (-0.581, 1.615, 2.915)
C (-0.916, 2.361, 3.741)
C (-1.093, 3.409, 4.648)
C (-0.446, 4.612, 4.305)
N (0.117, 5.548, 3.915)
C (-1.819, 3.253, 5.850)
N (-2.416, 3.119, 6.830)
N (-3.236, -2.848, -8.423)
C (-2.704, -2.420, -7.498)
C (-2.036, -1.883, -6.344)
C (-2.562, -2.084, -5.070)
C (-1.918, -1.573, -3.961)
C (-0.736, -0.849, -4.111)
C (-0.213, -0.645, -5.386)
C (-0.858, -1.159, -6.495)
N (-0.070, -0.331, -2.987)
C (1.116, 0.392, -2.959)
C (1.367, 0.656, -1.658)
N (0.377, 0.106, -0.867)
C (-0.459, -0.461, -1.687)
H (-3.480, -2.642, -4.949)
H (-2.346, -1.741, -2.986)
H (0.699, -0.084, -5.521)
H (-0.446, -0.998, -7.481)
H (1.664, 0.647, -3.845)
H (2.182, 1.202, -1.218)
H (-1.361, -0.968, -1.402)

Calculated values
expectation value of S²: 0.760
total charge: -1
spin multiplicity: 2

These are the Mulliken partial charges, in e, on atoms 1 to 4:
1 V 0.88
2 B 0.51
3 N 0.40
4 C -0.50

***

Relative energy (zero: lowest compared OMol25 entry of this formula, charge and spin) values, unit kJ/mol, following the record order: 40.1, 188.0, 988.6, 0.1.
Max |F| values, unit eV/A, following the record order: 0.82, 0.89, 4.18, 0.72.